Record 1
Entry from the Open Molecules 2025 dataset: a 2-piece molecular cluster, H4N2O3 overall (wB97M-V/def2-TZVPD).

Calculated values
Charge: 0
Orbital gap (alpha / beta), eV: 10.010 / 9.010
HOMO energy (alpha / beta), eV: -9.89 / -9.24

Each atom is followed by the atoms it is bonded to, with distances in Å.
Positions of all 9 atoms, in Å:
1 N -1.735 0.978 -0.386  O3 1.381, H6 0.991, H7 1.027
2 N 1.771 -0.939 -0.189  O4 1.282, H8 0.967, H9 0.962
3 O -1.745 -0.078 0.504  N1 1.381, O5 1.366
4 O 0.582 -0.738 -0.621  N2 1.282
5 O -0.481 -0.127 1.020  O3 1.366
6 H -0.923 0.700 -0.882  N1 0.991
7 H -1.728 1.880 0.106  N1 1.027
8 H 1.860 -1.666 0.442  N2 0.967
9 H 2.473 -0.297 -0.328  N2 0.962

Population analysis type Mulliken, resulting atomic charges in e: -0.375 -0.101 -0.059 -0.372 -0.182 0.355 0.255 0.252 0.226

***

Record 2
Entry from the Open Molecules 2025 dataset: a 2-piece molecular cluster, H4N2O3 overall (wB97M-V/def2-TZVPD).

Calculated values
Charge: 0
Orbital gap (alpha / beta), eV: 6.919 / 6.889
HOMO energy (alpha / beta), eV: -8.73 / -8.73

Each atom is followed by the atoms it is bonded to, with distances in Å.
Positions of all 9 atoms, in Å:
1 N -1.415 0.892 -1.170  O3 1.264, H7 1.135
2 N 0.122 -0.990 1.003  O4 1.443, H8 0.997, H9 1.110
3 O -0.359 1.587 -1.156  N1 1.264, O5 1.260
4 O 1.434 -1.528 1.267  N2 1.443, H6 0.965
5 O 0.772 1.141 -0.827  O3 1.260
6 H 1.783 -0.716 1.655  O4 0.965
7 H -2.197 1.649 -1.491  N1 1.135
8 H -0.381 -1.737 0.575  N2 0.997
9 H 0.242 -0.298 0.144  N2 1.110

Population analysis type Mulliken, resulting atomic charges in e: -0.289 -0.474 0.303 -0.393 -0.424 0.329 0.302 0.252 0.395

***

Record 3
Entry from the Open Molecules 2025 dataset: a 2-piece molecular cluster, H4N2O3Si overall (wB97M-V/def2-TZVPD).

Calculated values
Charge: 0
Orbital gap, eV: 9.350
HOMO energy, eV: -9.70

Each atom is followed by the atoms it is bonded to, with distances in Å.
Positions of all 10 atoms, in Å:
1 N 0.512 -0.814 1.273  Si6 1.646, H7 1.028, H8 0.971
2 N 0.675 0.280 -1.389  O3 1.239, O4 1.241, Si6 1.854
3 O -0.025 0.113 -2.398  N2 1.239
4 O 1.887 0.533 -1.303  N2 1.241
5 O -1.857 -0.390 0.061  Si6 1.628, H9 0.903
6 Si -0.307 0.096 0.173  N1 1.646, N2 1.854, O5 1.628
7 H 1.510 -0.743 1.506  N1 1.028
8 H 0.062 -1.102 2.083  N1 0.971
9 H -2.327 -0.107 -0.656  O5 0.903
10 H -0.130 2.133 0.652  no bonds

Population analysis type Mulliken, resulting atomic charges in e: -0.337 0.864 -0.556 -0.528 -0.382 0.233 0.258 0.229 0.305 -0.086

***

Record 4
Entry from the Open Molecules 2025 dataset: one molecule with the formula H4N2OS2 (wB97M-V/def2-TZVPD).

Calculated values
SMILES: SNONS
Charge: 0
Orbital gap, eV: 9.450
HOMO energy, eV: -8.84

Each atom is followed by the atoms it is bonded to, with distances in Å.
Positions of all 9 atoms, in Å:
1 S 1.048 -0.103 -2.136  N2 1.686, H6 1.334
2 N 0.452 0.818 -0.855  S1 1.686, O3 1.416, H7 1.125
3 O -0.813 0.282 -0.509  N2 1.416, N4 1.429
4 N -0.818 0.099 0.908  O3 1.429, S5 1.669, H8 0.999
5 S -0.396 -1.427 1.436  N4 1.669, H9 1.335
6 H 1.264 -1.025 -1.196  S1 1.334
7 H 0.269 1.898 -1.115  N2 1.125
8 H -1.654 0.464 1.315  N4 0.999
9 H 0.649 -1.006 2.153  S5 1.335

Population analysis type Mulliken, resulting atomic charges in e: -0.098 -0.257 -0.145 -0.177 -0.155 0.150 0.280 0.255 0.147

***

Record 5
Entry from the Open Molecules 2025 dataset: a 2-piece molecular cluster, H4N2S2 overall (wB97M-V/def2-TZVPD).

Calculated values
Charge: 0
Orbital gap (alpha / beta), eV: 6.839 / 8.050
HOMO energy (alpha / beta), eV: -8.19 / -8.53

Each atom is followed by the atoms it is bonded to, with distances in Å.
Positions of all 8 atoms, in Å:
1 N 1.505 0.362 1.622  S3 1.656, H5 1.009, H6 1.010
2 N -1.496 -0.488 -1.497  S4 1.630, H7 1.009, H8 1.018
3 S 1.249 0.253 -0.011  N1 1.656
4 S -3.085 -0.181 -1.307  N2 1.630
5 H 1.757 1.272 1.979  N1 1.009
6 H 1.985 -0.413 2.057  N1 1.010
7 H -0.948 0.093 -2.113  N2 1.009
8 H -0.966 -0.897 -0.730  N2 1.018

Population analysis type Mulliken, resulting atomic charges in e: -0.401 -0.346 -0.125 -0.159 0.266 0.270 0.264 0.231

***

Record 6
Entry from the Open Molecules 2025 dataset: one molecule with the formula H4N3OPS (wB97M-V/def2-TZVPD).

Calculated values
Charge: 0
Orbital gap, eV: 8.749
HOMO energy, eV: -8.78

Each atom is followed by the atoms it is bonded to, with distances in Å.
Positions of all 10 atoms, in Å:
1 N 0.975 -0.674 1.198  P5 1.703, S6 1.761, H7 1.014
2 N 0.972 -0.296 -1.122  P5 1.706, S6 1.766, H8 1.010
3 N -1.021 0.884 0.319  P5 1.636, H9 1.008, H10 1.005
4 O -1.473 -1.973 -0.131  P5 1.888
5 P -0.259 -0.535 0.034  N1 1.703, N2 1.706, N3 1.636, O4 1.888, S6 2.519
6 S 2.244 -0.818 -0.014  N1 1.761, N2 1.766, P5 2.519
7 H 0.905 -1.458 1.837  N1 1.014
8 H 0.921 -0.802 -1.994  N2 1.010
9 H -0.522 1.749 0.174  N3 1.008
10 H -2.001 0.888 0.098  N3 1.005

Population analysis type Mulliken, resulting atomic charges in e: -0.405 -0.413 -0.470 -0.644 0.747 0.025 0.322 0.319 0.259 0.259

***

Record 7
Entry from the Open Molecules 2025 dataset: one molecule with the formula H4N3P (wB97M-V/def2-TZVPD).

Calculated values
SMILES: Pn1[nH][nH]1
Charge: 0
Orbital gap, eV: 10.286
HOMO energy, eV: -9.34

Each atom is followed by the atoms it is bonded to, with distances in Å.
Positions of all 8 atoms, in Å:
1 P 1.262 -0.086 -0.047  N2 1.751, H5 1.299, H6 1.334
2 N -0.334 -0.197 0.664  P1 1.751, N3 1.465, N4 1.391
3 N -1.289 0.665 -0.038  N2 1.465, N4 1.397, H7 1.036
4 N -1.343 -0.728 -0.133  N2 1.391, N3 1.397, H8 1.045
5 H 1.927 -0.599 0.945  P1 1.299
6 H 1.560 1.064 0.558  P1 1.334
7 H -0.738 0.942 -0.871  N3 1.036
8 H -1.046 -1.061 -1.078  N4 1.045

Population analysis type Mulliken, resulting atomic charges in e: -0.053 0.003 -0.276 -0.268 0.044 0.070 0.231 0.250

***

Record 8
Entry from the Open Molecules 2025 dataset: one molecule with the formula H4N3P (wB97M-V/def2-TZVPD).

Calculated values
SMILES: [H]/N=N/[PH2]=N
Charge: 0
Orbital gap, eV: 8.553
HOMO energy, eV: -9.26

Each atom is followed by the atoms it is bonded to, with distances in Å.
Positions of all 8 atoms, in Å:
1 H 2.744 -0.559 -0.364  N2 0.983
2 N 1.950 0.000 -0.519  H1 0.983, N3 1.270
3 N 0.970 -0.285 0.236  N2 1.270, P4 1.644
4 P -0.572 0.275 0.123  N3 1.644, N5 1.574, H6 1.277, H7 1.363
5 N -1.618 -0.582 -0.682  P4 1.574, H8 1.029
6 H -0.554 1.508 -0.211  P4 1.277
7 H -0.479 0.223 1.483  P4 1.363
8 H -2.441 -0.579 -0.066  N5 1.029

Population analysis type Mulliken, resulting atomic charges in e: 0.249 -0.401 -0.010 0.388 -0.614 0.080 0.086 0.222

***

In Eh/bohr, the maximum force values for the records above are, in order, 0.0579 0.0611 0.0903 0.0800 0.0150 0.1579 0.0661 0.1185.
In kcal per mole, the relative energy (zero: lowest compared OMol25 entry of this formula, charge and spin) values for the records above are, in order, 45.54 51.95 39.61 76.72 29.95 54.79 72.28 46.74.